[1]
DFT (wB97M-V/def2-TZVPD) results for the molecule C20H22N2O4.

Computed properties:
- HOMO energy: -8.42 eV
- SMILES string: O=C(COc1ccccc1)N1CCN(C(=O)COc2ccccc2)CC1
- Energy above the lowest of the compared OMol25 structures with the same formula, charge and spin: 242.3 kJ/mol

```
! RIJCOSX wB97M-V def2-TZVPD def2/J DEFGRID3
* xyz 0 1
O 2.41 0.90 0.68
C 2.11 0.04 -0.11
C 2.91 -0.18 -1.40
O 4.01 0.69 -1.48
C 5.04 0.55 -0.59
C 5.16 -0.48 0.33
C 6.27 -0.53 1.16
C 7.26 0.43 1.07
C 7.14 1.45 0.15
C 6.04 1.51 -0.68
N 1.07 -0.81 0.10
C 0.49 -1.73 -0.85
C -0.88 -1.21 -1.29
N -1.73 -1.00 -0.14
C -2.82 -1.78 0.03
O -3.12 -2.66 -0.76
C -3.70 -1.52 1.26
O -3.95 -0.17 1.56
C -4.67 0.58 0.67
C -4.89 1.90 1.05
C -5.60 2.75 0.22
C -6.11 2.29 -0.98
C -5.89 0.98 -1.36
C -5.17 0.12 -0.54
C -1.15 -0.08 0.82
C 0.22 -0.60 1.26
H 3.23 -1.23 -1.48
H 2.29 0.07 -2.27
H 4.40 -1.24 0.44
H 6.36 -1.33 1.88
H 8.12 0.38 1.72
H 7.90 2.21 0.07
H 5.92 2.31 -1.40
H 1.13 -1.88 -1.71
H 0.36 -2.70 -0.35
H -1.38 -1.94 -1.94
H -0.76 -0.26 -1.82
H -3.19 -1.93 2.15
H -4.63 -2.08 1.11
H -4.49 2.24 1.99
H -5.76 3.78 0.53
H -6.66 2.96 -1.63
H -6.28 0.61 -2.29
H -5.02 -0.90 -0.86
H -1.80 0.04 1.68
H -1.03 0.89 0.33
H 0.72 0.12 1.90
H 0.11 -1.55 1.79
*
```

For reference, the Mulliken charges in units of e are:
1 O -0.65
2 C 1.03
3 C -0.89
4 O -0.42
5 C 0.82
6 C -0.14
7 C -0.75
8 C -0.53
9 C -0.36
10 C -0.66
11 N 0.11
12 C -0.77
13 C -0.90
14 N 0.06
15 C 0.95
16 O -0.68
17 C -0.80
18 O -0.46
19 C 0.88
20 C -0.55
21 C -0.42
22 C -0.49
23 C -0.71
24 C -0.39
25 C -0.48
26 C -1.19
27 H 0.45
28 H 0.43
29 H 0.33
30 H 0.35
31 H 0.38
32 H 0.36
33 H 0.40
34 H 0.51
35 H 0.21
36 H 0.51
37 H 0.29
38 H 0.39
39 H 0.38
40 H 0.41
41 H 0.38
42 H 0.38
43 H 0.37
44 H 0.41
45 H 0.60
46 H 0.11
47 H 0.45
48 H 0.32

***

[2]
DFT (wB97M-V/def2-TZVPD) results for a structure of composition C20H22N2O5 at a distorted geometry.

Computed properties:
- HOMO energy: -7.58 eV
- Energy above the lowest of the compared OMol25 structures with the same formula, charge and spin: 2154.8 kJ/mol

```
! RIJCOSX wB97M-V def2-TZVPD def2/J DEFGRID3
* xyz 0 1
C 6.65 1.59 -1.40
C 6.61 0.85 -0.15
O 5.56 0.01 -0.19
C 4.16 0.30 -0.08
C 3.75 1.47 0.00
C 2.34 1.94 0.28
C 1.31 0.93 0.26
C 1.74 -0.25 -0.21
C 3.04 -0.64 -0.25
O 3.33 -2.04 -0.40
C 4.37 -2.47 0.13
C 4.43 -2.51 1.53
H 4.74 -1.77 1.85
H 5.37 -3.15 2.00
H 3.60 -2.97 1.95
H 4.20 -3.73 -0.09
H 5.38 -2.45 -0.30
H 0.97 -1.08 -0.10
C 0.11 1.52 0.08
N -1.05 0.67 0.15
C -2.14 1.46 0.06
N -1.85 2.81 0.48
O -0.37 2.81 0.38
C -3.52 1.06 0.25
C -4.52 2.08 -0.05
C -5.74 1.47 0.11
C -6.08 -0.08 -0.07
C -4.98 -0.65 -0.22
C -3.80 -0.39 0.00
H -2.84 -1.05 -0.13
O -5.36 -2.00 -0.42
C -4.38 -3.09 -0.63
H -4.82 -3.98 -0.62
H -3.75 -3.24 0.38
H -3.74 -2.93 -1.36
O -7.29 -0.24 -0.12
C -8.42 0.41 -0.22
H -9.32 -0.22 0.12
H -8.48 1.20 -0.83
H -8.59 1.03 1.02
H -6.55 2.08 0.37
H -4.44 3.02 0.58
H 2.03 3.01 0.41
H 4.42 2.28 0.28
H 6.24 1.63 0.61
H 7.50 0.19 0.03
H 5.80 2.07 -1.67
H 6.89 0.73 -2.24
H 7.49 2.35 -1.54
*
```

For reference, the Mulliken charges in units of e are:
1 C -1.03
2 C -0.26
3 O -0.32
4 C 1.13
5 C -0.16
6 C -1.42
7 C 0.48
8 C -0.67
9 C 0.19
10 O -0.38
11 C -0.30
12 C -1.45
13 H 0.70
14 H 0.29
15 H 0.31
16 H 0.24
17 H 0.29
18 H 0.32
19 C 0.38
20 N -0.30
21 C 0.54
22 N -0.34
23 O -0.30
24 C -0.10
25 C -1.06
26 C -0.30
27 C 0.84
28 C 0.79
29 C -0.72
30 H 0.39
31 O -0.47
32 C -0.96
33 H 0.33
34 H 0.28
35 H 0.42
36 O -0.34
37 C -0.93
38 H 0.32
39 H 0.50
40 H 0.25
41 H 0.44
42 H 0.24
43 H 0.36
44 H 0.32
45 H 0.26
46 H 0.28
47 H 0.38
48 H 0.22
49 H 0.35

***

[3]
DFT (wB97M-V/def2-TZVPD) results for the molecule C20H22N2OS at a distorted geometry.

Computed properties:
- HOMO energy: -8.67 eV
- SMILES string: C=Cc1ccc(-c2ncccc2[C@H]2SCC(=O)N2CC(C)C)cc1
- Energy above the lowest of the compared OMol25 structures with the same formula, charge and spin: 337.4 kJ/mol

```
! RIJCOSX wB97M-V def2-TZVPD def2/J DEFGRID3
* xyz 0 1
C -2.60 -3.11 -5.29
C -2.80 -2.79 -3.98
C -1.95 -1.60 -3.40
C -2.18 -1.15 -2.15
C -1.57 -0.18 -1.48
C -0.53 0.54 -2.10
C 0.35 1.52 -1.33
N 0.29 2.73 -1.84
C 0.84 3.81 -1.25
C 1.69 3.70 -0.19
C 1.69 2.39 0.41
C 1.01 1.27 -0.12
C 1.01 -0.02 0.54
S 2.19 -1.10 -0.40
C 3.42 -1.53 0.89
C 2.81 -0.92 2.10
O 3.50 -0.94 3.15
N 1.54 -0.26 1.91
C 0.89 0.39 3.05
C -0.62 0.26 3.12
C -0.94 -1.13 3.47
C -1.28 1.40 3.92
C -0.15 0.14 -3.36
C -0.78 -0.97 -3.93
H -2.94 -4.03 -5.69
H -1.99 -2.56 -5.99
H -3.43 -3.27 -3.19
H -3.13 -1.63 -1.66
H -1.79 -0.10 -0.40
H 0.65 4.81 -1.62
H 2.33 4.47 0.29
H 2.47 2.20 1.17
H 0.02 -0.43 0.42
H 3.49 -2.62 0.91
H 4.44 -1.17 0.67
H 1.27 0.17 4.10
H 1.10 1.42 2.79
H -1.18 0.39 2.22
H -2.07 -1.15 3.47
H -0.51 -1.83 2.78
H -0.52 -1.40 4.52
H -1.18 1.12 4.96
H -0.78 2.39 3.70
H -2.31 1.54 3.61
H 0.64 0.63 -3.98
H -0.39 -1.41 -4.85
*
```

For reference, the Mulliken charges in units of e are:
1 C -0.84
2 C -0.29
3 C 0.63
4 C -0.28
5 C -0.19
6 C 0.48
7 C -0.10
8 N -0.58
9 C -0.52
10 C -0.67
11 C -0.74
12 C 1.06
13 C -0.09
14 S -0.18
15 C -0.32
16 C 0.28
17 O -0.65
18 N 0.33
19 C -1.13
20 C 1.38
21 C -1.42
22 C -1.69
23 C -0.64
24 C -0.39
25 H 0.27
26 H 0.24
27 H 0.27
28 H 0.09
29 H 0.36
30 H 0.40
31 H 0.37
32 H 0.42
33 H 0.14
34 H 0.31
35 H 0.30
36 H 0.41
37 H 0.37
38 H -0.12
39 H 0.42
40 H 0.33
41 H 0.29
42 H 0.38
43 H 0.34
44 H 0.41
45 H 0.34
46 H 0.20

***

[4]
DFT (wB97M-V/def2-TZVPD) results for the molecule C20H22N6O3 at a distorted geometry.

Computed properties:
- HOMO energy: -7.99 eV
- SMILES string: CCOc1ccccc1NC(=O)Cn1nnc(C(=O)Nc2ccc(C)cc2)c1N
- Energy above the lowest of the compared OMol25 structures with the same formula, charge and spin: 8.0 kJ/mol

```
! RIJCOSX wB97M-V def2-TZVPD def2/J DEFGRID3
* xyz 0 1
C -2.27 0.56 6.25
C -2.04 0.98 4.80
O -0.88 0.41 4.24
C 0.36 0.90 4.59
C 0.60 2.02 5.36
C 1.90 2.43 5.60
C 2.97 1.72 5.09
C 2.74 0.59 4.32
C 1.45 0.17 4.07
N 1.12 -0.96 3.31
C 1.93 -1.68 2.48
O 3.10 -1.47 2.30
C 1.17 -2.80 1.75
N 0.90 -2.42 0.39
N 1.31 -3.19 -0.64
N 0.94 -2.67 -1.73
C 0.27 -1.52 -1.48
C -0.27 -0.59 -2.47
O -0.84 0.44 -2.12
N -0.06 -1.01 -3.74
C -0.42 -0.40 -4.94
C -0.09 -1.06 -6.13
C -0.42 -0.50 -7.35
C -1.08 0.72 -7.42
C -1.46 1.33 -8.74
C -1.41 1.36 -6.23
C -1.09 0.82 -5.00
C 0.24 -1.34 -0.09
N -0.41 -0.38 0.61
H -1.45 0.89 6.88
H -2.34 -0.53 6.32
H -3.19 0.99 6.62
H -2.02 2.07 4.71
H -2.85 0.60 4.17
H -0.21 2.60 5.76
H 2.07 3.31 6.20
H 3.98 2.04 5.28
H 3.57 0.02 3.91
H 0.15 -1.21 3.38
H 1.81 -3.69 1.69
H 0.23 -3.05 2.26
H 0.43 -1.89 -3.81
H 0.43 -2.00 -6.09
H -0.16 -1.02 -8.26
H -0.99 0.80 -9.56
H -1.15 2.38 -8.78
H -2.54 1.30 -8.88
H -1.92 2.31 -6.26
H -1.34 1.33 -4.09
H -0.01 -0.05 1.47
H -0.75 0.35 -0.02
*
```

For reference, the Mulliken charges in units of e are:
1 C -1.07
2 C -0.50
3 O -0.42
4 C 1.09
5 C -0.63
6 C -0.81
7 C -0.76
8 C -0.45
9 C 0.07
10 N -0.12
11 C 0.70
12 O -0.61
13 C -0.95
14 N 0.82
15 N -1.22
16 N -0.20
17 C 0.17
18 C 0.34
19 O -0.81
20 N -0.11
21 C 0.82
22 C -0.63
23 C -0.80
24 C 0.80
25 C -1.39
26 C -0.73
27 C -0.46
28 C 0.67
29 N -0.39
30 H 0.35
31 H 0.32
32 H 0.39
33 H 0.34
34 H 0.37
35 H 0.35
36 H 0.38
37 H 0.38
38 H 0.50
39 H 0.34
40 H 0.44
41 H 0.29
42 H 0.24
43 H 0.36
44 H 0.30
45 H 0.34
46 H 0.35
47 H 0.30
48 H 0.35
49 H 0.45
50 H 0.15
51 H 0.31

***

no.,orbital gap (eV),E_LUMO (Eh)
1,8.99,0.0208
2,7.02,-0.0205
3,9.00,0.0123
4,8.48,0.0183